Version i
The molecule C3H6N4O. Source: the OMol25 dataset; level of theory: the ωB97M-V functional and the def2-TZVPD basis.

The geometry in ORCA input format:
```
! RIJCOSX wB97M-V def2-TZVPD def2/J DEFGRID3
* xyz 0 1
H 3.600 -0.089 -0.723
N -0.711 -0.660 -0.170
H 2.822 0.831 0.823
O 0.557 1.292 -0.123
H -2.650 -1.380 -0.557
N 0.641 -1.050 -0.075
H -2.323 -1.293 0.954
N -1.733 -1.509 0.065
H -2.245 2.293 -0.041
C 1.237 0.048 -0.253
N -1.884 1.267 0.267
H 3.148 -1.245 0.785
C -0.755 0.798 -0.141
C 2.686 -0.142 0.250
*
```

Values from the calculation:
Kohn-Sham gap (eV): 9.18
SMILES: [H]/N=c1\oc(C)nn1N



Version ii
A structure of composition C3H6N4O. Source: the OMol25 dataset; level of theory: the ωB97M-V functional and the def2-TZVPD basis.

The geometry in ORCA input format:
```
! RIJCOSX wB97M-V def2-TZVPD def2/J DEFGRID3
* xyz 0 1
N -1.706 -0.809 -0.365
H -0.544 2.065 -0.292
H 3.690 -1.428 -0.101
H -2.496 -0.184 1.506
N -2.436 0.147 0.477
H -1.863 -1.849 -0.207
O 3.133 -0.424 0.374
C 1.369 1.050 -0.042
C -0.382 -0.383 -0.344
N 0.700 -1.037 -0.250
H -3.401 0.258 -0.078
H 2.009 1.829 0.012
N 1.820 -0.298 -0.180
C 0.107 1.063 -0.511
*
```

Values from the calculation:
Kohn-Sham gap (eV): 8.41



Version iii
A structure of composition C3H6N4O. Source: the OMol25 dataset; level of theory: the ωB97M-V functional and the def2-TZVPD basis.

The geometry in ORCA input format:
```
! RIJCOSX wB97M-V def2-TZVPD def2/J DEFGRID3
* xyz 0 1
N 2.610 -0.856 -0.497
N 2.426 0.473 -0.223
H 3.245 1.216 -0.378
H -2.922 -0.013 -1.178
O -1.596 -0.826 -0.098
H -2.004 1.026 0.100
C -1.985 0.229 -0.744
N 1.269 0.808 0.399
H -1.404 0.747 -1.581
N 1.500 -1.407 -0.198
C -0.623 -0.427 0.854
C 0.751 -0.338 0.343
H -0.481 -1.209 1.763
H -0.785 0.577 1.438
*
```

Values from the calculation:
Kohn-Sham gap (eV): 11.08



Version iv
The molecule C3H6N4O. Source: the OMol25 dataset; level of theory: the ωB97M-V functional and the def2-TZVPD basis.

The geometry in ORCA input format:
```
! RIJCOSX wB97M-V def2-TZVPD def2/J DEFGRID3
* xyz 0 1
H -2.454 1.010 0.227
H -2.407 -1.169 0.040
N 0.820 1.128 -0.094
C 1.486 0.043 -0.079
H 3.069 -0.780 0.501
N -1.634 1.576 -0.170
O 0.821 -1.109 -0.081
N -1.537 -1.646 0.036
H 3.199 0.952 0.121
C -0.493 0.664 -0.078
H -1.628 2.450 0.418
H -1.591 -2.370 -0.658
N 2.856 -0.029 -0.126
C -0.507 -0.721 -0.054
*
```

Values from the calculation:
Kohn-Sham gap (eV): 7.98
SMILES: Nc1nc(N)c(N)o1



Q: What are the energies relative to the best structure? A: version i 479.5; version ii 604.6; version iii 311.1; version iv 0.0, in kJ/mol.



Version i
The molecule C3H6N4O. Source: the OMol25 dataset; level of theory: the ωB97M-V functional and the def2-TZVPD basis.

The geometry in ORCA input format:
```
! RIJCOSX wB97M-V def2-TZVPD def2/J DEFGRID3
* xyz 0 1
N -0.589 -1.489 0.978
H -0.545 -2.219 1.772
N -0.128 -1.459 -1.900
H 0.358 0.325 -3.054
H -0.070 -2.060 -2.689
H -1.022 -1.789 -0.075
C 0.145 0.871 0.202
N -0.018 0.807 -1.192
H 0.720 1.964 1.642
C -0.039 -0.219 -2.112
O 0.231 0.074 2.358
H 0.214 1.765 -1.561
C -0.130 -0.227 1.197
N 0.541 1.980 0.598
*
```

Values from the calculation:
Kohn-Sham gap (eV): 10.16
SMILES: [H]/N=C/N/C(=N/[H])C(N)=O



Version ii
The molecule C3H6N4O. Source: the OMol25 dataset; level of theory: the ωB97M-V functional and the def2-TZVPD basis.

The geometry in ORCA input format:
```
! RIJCOSX wB97M-V def2-TZVPD def2/J DEFGRID3
* xyz 0 1
C -1.059 -0.773 -0.274
O 0.664 1.831 1.294
N -1.337 0.697 1.059
H 0.057 0.985 -1.913
H 1.580 -1.740 -0.355
C 0.340 -0.132 -0.235
H -1.220 -1.762 -0.684
N 1.395 -0.972 0.285
H 1.636 0.803 -1.464
H -1.900 1.103 1.794
C -0.015 0.978 0.791
N -2.048 -0.010 0.037
N 0.740 0.335 -1.542
H 1.167 -1.341 1.207
*
```

Values from the calculation:
Kohn-Sham gap (eV): 9.15
SMILES: NC1(N)C=NNC1=O



Q: What are the energies relative to the best structure? A: version i 0.0; version ii 105.3, in kJ/mol.



Version i
The molecule C5H11N. Source: the OMol25 dataset; level of theory: the ωB97M-V functional and the def2-TZVPD basis.

The geometry in ORCA input format:
```
! RIJCOSX wB97M-V def2-TZVPD def2/J DEFGRID3
* xyz 0 1
H 1.278 -1.425 -1.108
N -2.438 -0.190 -0.301
H -3.148 -0.936 -0.245
C -1.212 -0.545 0.512
H 2.919 -0.909 -0.647
H -1.512 -0.716 1.554
H 1.781 0.402 -1.260
H 1.082 -0.871 1.546
C 1.841 -0.532 -0.640
H 0.615 2.459 0.040
H 1.915 0.722 1.095
H -2.196 -0.122 -1.327
C 1.253 -0.087 0.724
C -0.088 0.428 0.392
H -1.146 2.154 -0.412
C -0.207 1.712 -0.055
H -0.739 -1.543 0.131
*
```

Values from the calculation:
Kohn-Sham gap (eV): 9.98
SMILES: C=C(CC)CN



Version ii
The molecule C5H11N. Source: the OMol25 dataset; level of theory: the ωB97M-V functional and the def2-TZVPD basis.

The geometry in ORCA input format:
```
! RIJCOSX wB97M-V def2-TZVPD def2/J DEFGRID3
* xyz 0 1
C -1.539 0.760 -1.739
C -1.264 0.294 -0.122
H 0.713 -0.191 -1.160
H -0.761 -0.828 1.668
C 0.310 0.273 -0.247
H 2.948 -1.445 1.475
H -1.599 -0.766 0.265
H -0.822 0.771 -2.558
H 0.768 1.271 -0.351
H -1.504 1.843 -1.628
C 1.012 -0.559 0.814
H -2.620 0.627 -1.975
C 2.249 -0.982 0.681
H -1.749 1.139 0.428
H 2.943 -0.569 -0.095
H 0.689 -0.951 2.653
N 0.225 -0.686 1.891
*
```

Values from the calculation:
Kohn-Sham gap (eV): 9.08
SMILES: C=C(N)CCC



Version iii
The molecule C5H11N. Source: the OMol25 dataset; level of theory: the ωB97M-V functional and the def2-TZVPD basis.

The geometry in ORCA input format:
```
! RIJCOSX wB97M-V def2-TZVPD def2/J DEFGRID3
* xyz 0 1
H 0.394 -0.797 -1.892
H 2.127 -1.049 0.100
H -1.490 0.359 -0.986
H 0.447 2.408 0.253
H -0.247 -2.424 0.739
C 0.663 0.066 -1.277
H -0.753 2.764 -0.998
H 1.892 0.468 0.931
H -1.675 -1.398 0.972
H -1.303 2.264 0.613
C 1.452 -0.520 0.792
C -0.526 2.109 -0.146
C -0.801 -1.581 0.320
H 1.394 -1.073 1.734
H -1.183 -1.864 -0.667
N 0.106 -0.424 0.171
C -0.496 0.692 -0.659
*
```

Values from the calculation:
Kohn-Sham gap (eV): 8.06



Q: What are the energies relative to the best structure? A: version i 0.0; version ii 142.3; version iii 291.4, in kJ/mol.



Version i
The molecule C5H11N. Source: the OMol25 dataset; level of theory: the ωB97M-V functional and the def2-TZVPD basis.

The geometry in ORCA input format:
```
! RIJCOSX wB97M-V def2-TZVPD def2/J DEFGRID3
* xyz 0 1
H 1.390 -1.259 1.737
H -0.252 -1.698 0.115
H 2.040 -2.207 0.386
H -2.595 1.262 -1.578
H 0.742 -0.847 -1.221
H -2.182 -0.528 0.261
N 2.797 -0.278 0.509
C 1.689 -1.218 0.690
H 2.430 0.661 0.392
H -2.045 2.469 -0.414
H 0.189 1.342 0.119
C -2.502 1.491 -0.531
H 3.265 -0.427 -0.380
H -3.481 1.400 -0.064
C -0.304 0.371 0.155
C 0.450 -0.912 -0.178
C -1.632 0.378 0.004
*
```

Values from the calculation:
Kohn-Sham gap (eV): 9.91
SMILES: C/C=C/CCN



Version ii
The molecule C5H11N. Source: the OMol25 dataset; level of theory: the ωB97M-V functional and the def2-TZVPD basis.

The geometry in ORCA input format:
```
! RIJCOSX wB97M-V def2-TZVPD def2/J DEFGRID3
* xyz 0 1
H -0.474 0.852 -2.356
C 0.370 -0.782 -1.233
C -0.200 -0.599 1.206
H -0.069 -0.633 -3.312
H 1.156 1.747 0.820
H 0.152 -1.847 -1.130
N -0.286 0.059 2.428
H -0.476 -1.642 1.266
H -0.360 2.066 0.022
C 0.179 -0.037 0.067
H -0.853 -0.377 3.128
C -0.460 -0.231 -2.392
C 0.532 1.436 0.013
H 1.156 1.623 -0.857
H 1.434 -0.709 -1.487
H -1.495 -0.565 -2.305
H -0.259 1.062 2.428
*
```

Values from the calculation:
Kohn-Sham gap (eV): 8.68
SMILES: CC/C(C)=C/N



Q: What are the energies relative to the best structure? A: version i 86.6; version ii 0.0, in kJ/mol.



Version i
A cluster of 3 separate species, C2H13N2O2 in total. Source: the OMol25 dataset; level of theory: the ωB97M-V functional and the def2-TZVPD basis.

The geometry in ORCA input format:
```
! RIJCOSX wB97M-V def2-TZVPD def2/J DEFGRID3
* xyz 1 1
H 2.082 -2.118 -0.843
H -1.616 -1.469 -0.551
C -3.025 -0.121 0.429
H -0.915 0.111 1.853
N -0.742 -0.780 1.332
N -2.552 1.215 0.077
H -3.448 -0.149 1.472
H -2.868 1.972 0.729
C -1.801 -1.205 0.470
H -2.896 1.383 -0.870
H 2.394 -0.785 -0.469
O 1.513 -1.342 -0.720
H -2.223 -2.085 0.846
H 0.094 -0.669 0.715
H -3.729 -0.573 -0.267
H 6.116 1.701 -1.744
H -0.616 -1.350 2.150
O 5.322 2.133 -1.313
H 4.962 2.610 -2.009
*
```

Values from the calculation:
Kohn-Sham gap (eV): 10.34



Version ii
A cluster of 3 separate species, C2H13N2O2 in total. Source: the OMol25 dataset; level of theory: the ωB97M-V functional and the def2-TZVPD basis.

The geometry in ORCA input format:
```
! RIJCOSX wB97M-V def2-TZVPD def2/J DEFGRID3
* xyz 1 1
H -0.103 -2.138 0.233
O -3.164 0.346 -0.515
N -0.308 -0.259 -0.510
H -0.699 0.264 0.285
H 2.539 1.796 -1.418
H -3.868 0.279 -1.181
C 0.594 -1.354 -0.073
H 1.209 -1.675 -0.881
H -3.308 1.252 -0.252
H 2.129 -0.339 0.935
H 0.016 0.573 -1.028
C 1.296 -0.968 1.245
H 1.646 -1.839 1.737
H 1.700 2.537 -2.484
O 1.635 1.970 -1.706
H 0.648 -0.263 3.023
H -1.123 -0.623 -0.993
H -0.548 -0.726 2.111
N 0.363 -0.275 2.057
*
```

Values from the calculation:
Kohn-Sham gap (eV): 10.88



Version iii
A cluster of 3 separate species, C2H13N2O2 in total. Source: the OMol25 dataset; level of theory: the ωB97M-V functional and the def2-TZVPD basis.

The geometry in ORCA input format:
```
! RIJCOSX wB97M-V def2-TZVPD def2/J DEFGRID3
* xyz 1 1
H -1.024 1.685 0.408
C -0.917 0.640 0.064
O 2.201 2.089 -1.126
N -0.144 0.489 -1.189
H -0.543 -1.567 2.609
H 2.974 2.278 -0.579
C -0.367 -0.057 1.329
H -1.856 -0.830 2.541
H 0.587 -0.544 1.093
H -0.596 0.916 -2.000
H -0.128 -2.745 -1.723
O -0.079 -2.225 -0.920
H 0.802 0.879 -1.157
N -1.181 -1.226 1.877
H -0.082 -0.621 -1.316
H 0.108 -2.518 -0.030
H -1.889 0.181 -0.096
H -0.255 0.630 2.169
H 2.389 2.545 -1.956
*
```

Values from the calculation:
Kohn-Sham gap (eV): 10.81



Q: What are the energies relative to the best structure? A: version i 116.0; version ii 0.0; version iii 34.0, in kJ/mol.



Version i
The molecule C5H7P. Source: the OMol25 dataset; level of theory: the ωB97M-V functional and the def2-TZVPD basis.

The geometry in ORCA input format:
```
! RIJCOSX wB97M-V def2-TZVPD def2/J DEFGRID3
* xyz 0 1
H -1.520 -0.492 0.505
H 0.305 2.077 0.124
H -0.382 1.459 1.522
H -1.274 2.107 0.178
H 2.207 -2.040 -0.029
C 1.242 -1.426 -0.196
H 1.070 -0.620 1.758
C 0.663 -0.706 0.766
C -0.541 -0.001 0.196
C -0.489 1.500 0.462
P 0.590 -1.481 -1.864
C -0.622 -0.448 -1.409
H -1.248 0.071 -2.014
*
```

Values from the calculation:
Kohn-Sham gap (eV): 9.19
SMILES: C[C@@H]1C=CP=C1



Version ii
The molecule C5H7P. Source: the OMol25 dataset; level of theory: the ωB97M-V functional and the def2-TZVPD basis.

The geometry in ORCA input format:
```
! RIJCOSX wB97M-V def2-TZVPD def2/J DEFGRID3
* xyz 0 1
C 0.417 0.783 0.890
C 0.450 -1.556 -1.853
H 0.908 -2.412 -2.138
P -0.100 -0.169 -2.807
C -0.528 0.064 -0.148
H -1.207 1.678 -1.491
H 0.102 -2.081 0.239
H -1.489 -0.100 0.213
H 1.491 0.434 0.975
H 0.031 0.544 1.874
C -0.013 -1.349 -0.429
H 0.348 1.753 0.614
C -0.612 0.709 -1.504
*
```

Values from the calculation:
Kohn-Sham gap (eV): 8.54
SMILES: C[C@@H]1C=CP=C1



Q: What are the energies relative to the best structure? A: version i 0.0; version ii 43.9, in kJ/mol.



Version i
The molecule C6H7N. Source: the OMol25 dataset; level of theory: the ωB97M-V functional and the def2-TZVPD basis.

The geometry in ORCA input format:
```
! RIJCOSX wB97M-V def2-TZVPD def2/J DEFGRID3
* xyz 0 1
H 2.975 1.583 -0.260
C -1.856 0.707 0.741
C -0.057 -0.158 0.015
H -1.720 1.627 1.264
C 2.433 0.730 -0.084
C -1.096 0.900 -0.528
C -0.484 -1.623 0.183
C 1.202 0.168 0.097
H -1.580 0.494 -1.549
H -0.946 -1.968 -0.697
H -0.594 1.821 -0.759
H 0.457 -2.094 0.294
N 2.480 -0.510 0.273
H -1.215 -1.678 1.010
*
```

Values from the calculation:
Kohn-Sham gap (eV): 8.42



Version ii
The molecule C6H7N. Source: the OMol25 dataset; level of theory: the ωB97M-V functional and the def2-TZVPD basis.

The geometry in ORCA input format:
```
! RIJCOSX wB97M-V def2-TZVPD def2/J DEFGRID3
* xyz 0 1
H 0.503 -0.986 2.187
H 1.067 2.788 0.482
C -0.116 -0.321 -1.162
C -0.487 -0.909 0.211
H -0.235 0.765 -1.073
C -0.958 -0.831 -2.239
N -1.652 -1.199 -3.083
H -0.365 -1.997 0.216
C 0.767 0.959 1.420
C 0.291 -0.315 1.350
H -1.553 -0.718 0.400
H 1.383 1.221 2.286
H 0.938 -0.514 -1.391
C 0.422 1.900 0.394
*
```

Values from the calculation:
Kohn-Sham gap (alpha / beta) (eV): 7.26 / 7.47



Q: What are the energies relative to the best structure? A: version i 278.9; version ii 0.0, in kJ/mol.



Version i
A structure of composition C6H7N. Source: the OMol25 dataset; level of theory: the ωB97M-V functional and the def2-TZVPD basis.

The geometry in ORCA input format:
```
! RIJCOSX wB97M-V def2-TZVPD def2/J DEFGRID3
* xyz 0 1
H -1.984 1.114 1.162
H 0.890 1.840 -0.608
H 0.351 -2.356 -0.831
H -2.435 -0.516 0.637
C 0.803 0.796 -0.319
N 0.331 -0.943 0.828
C 1.427 -0.353 -1.066
H -2.349 0.815 -0.548
C -0.462 0.031 0.085
H 2.000 -0.340 -1.985
C 0.564 -1.333 -0.534
C 1.289 0.195 0.931
H 1.464 0.666 1.900
C -1.889 0.386 0.348
*
```

Values from the calculation:
Kohn-Sham gap (alpha / beta) (eV): 8.02 / 7.97



Version ii
A structure of composition C6H7N. Source: the OMol25 dataset; level of theory: the ωB97M-V functional and the def2-TZVPD basis.

The geometry in ORCA input format:
```
! RIJCOSX wB97M-V def2-TZVPD def2/J DEFGRID3
* xyz 0 1
C -0.204 0.513 -0.297
H 0.601 1.257 -1.993
N -0.054 0.056 1.041
C -1.252 -0.823 0.819
H -2.169 -0.578 1.405
C 0.679 -1.134 1.262
H -1.852 -0.675 -1.428
C -0.328 -1.962 1.102
H 1.660 -1.046 1.566
C -1.381 -0.295 -0.532
H -0.426 2.479 -1.291
C 0.327 1.617 -1.047
H -0.681 -2.933 1.377
H 1.156 2.169 -0.539
*
```

Values from the calculation:
Kohn-Sham gap (eV): 9.31



Q: What are the energies relative to the best structure? A: version i 240.0; version ii 0.0, in kJ/mol.